Formula: C27H29AsF6N3P2RhS2
Source: the OMol25 dataset
Level of theory: ωB97M-V/def2-TZVPD

Calculated values
**E_HOMO (spin up / spin down)**: -10.90 / -11.25 eV
**2S+1**: 2
**⟨S²⟩**: 0.758
**Total charge**: +1
**ΔE to the lowest compared entry with this formula, charge and spin**: 0.0 kcal per mole

```
71
C27H29AsF6N3P2RhS2 (ωB97M-V/def2-TZVPD)
Rh -0.376 0.134 0.570
As 0.428 -0.498 -2.640
S 1.294 1.759 0.907
S 2.469 0.530 2.036
P -1.837 -1.682 0.248
P -1.403 -0.451 2.492
F -0.450 0.686 -1.594
F -0.151 0.304 -4.022
F -0.983 -1.493 -2.557
F 0.955 -1.215 -1.104
F 1.303 -1.681 -3.504
F 1.807 0.551 -2.553
N -2.354 -1.696 1.891
N 4.268 -1.280 1.408
N 3.522 -0.020 -0.365
C -0.386 -0.942 6.398
C -0.936 -3.238 0.074
C -4.166 -2.902 -0.650
C 0.832 -4.668 0.872
C -2.341 3.493 2.215
C 4.200 -0.832 -1.369
C -3.707 -0.688 -1.505
C -1.564 -0.610 7.050
C 0.038 -3.545 1.025
C -2.678 -0.198 6.327
C 3.501 -0.310 0.906
C 0.677 -5.479 -0.246
C -4.885 -0.729 -2.235
C -5.351 -2.928 -1.366
C -1.444 -0.474 4.288
C -1.707 2.285 2.454
C -3.349 -1.773 -0.709
C -2.623 -0.123 4.946
C -0.279 -5.171 -1.200
C -3.603 3.510 1.638
C -1.084 -4.051 -1.045
C -3.607 1.108 1.549
C -2.332 1.076 2.116
C -5.707 -1.844 -2.159
C -2.927 -2.845 2.590
C -4.238 2.318 1.312
C -0.326 -0.878 5.013
H 1.306 -6.351 -0.372
H -5.156 0.106 -2.867
H -2.432 -3.768 2.285
H 3.996 -0.400 -2.341
H 0.181 -2.904 1.888
H -4.110 0.179 1.304
H -1.616 -0.666 8.129
H 4.297 -1.433 2.401
H -0.396 -5.796 -2.075
H 2.850 0.675 -0.682
H -3.995 -2.922 2.384
H -3.485 0.213 4.383
H -1.847 4.420 2.474
H 1.572 -4.912 1.623
H -0.729 2.279 2.918
H -5.994 -3.796 -1.312
H 3.812 -1.852 -1.356
H 5.279 -0.832 -1.203
H -3.059 0.179 -1.562
H -2.798 -2.719 3.665
H 0.594 -1.128 4.496
H -1.818 -3.809 -1.801
H -3.874 -3.764 -0.062
H 4.962 -1.737 0.841
H 0.481 -1.252 6.965
H -4.097 4.453 1.446
H -5.228 2.330 0.876
H -3.591 0.068 6.843
H -6.626 -1.876 -2.729
```


Formula: C27H29AuN5O2S2
Source: the OMol25 dataset
Level of theory: ωB97M-V/def2-TZVPD

Calculated values
**E_HOMO (spin up / spin down)**: -3.78 / -3.78 eV
**Total charge**: -1
**ΔE to the lowest compared entry with this formula, charge and spin**: 7.3 kcal per mole

```
66
C27H29AuN5O2S2 (ωB97M-V/def2-TZVPD)
Au 0.014 -1.722 -0.165
S -0.495 -2.323 -2.295
S 0.529 2.139 1.882
O 3.531 -2.164 2.096
O -2.996 0.275 2.047
N 2.117 -1.991 0.267
N 1.200 4.004 0.057
N -0.912 4.063 0.645
N 0.162 -1.233 1.883
N -1.963 -0.940 0.359
C -2.981 -0.693 -0.605
C -3.903 0.572 -2.421
C 0.602 4.943 -0.885
C -1.803 1.410 -1.315
C -4.035 -2.817 0.197
C 1.303 -1.500 2.492
C -4.983 -1.442 -1.699
C 1.429 -1.276 3.847
C 2.394 -4.374 -1.258
C -2.076 -0.407 1.588
C -2.917 0.415 -1.452
C 4.998 -1.033 -1.875
C -0.752 5.217 -0.224
C 3.278 -3.181 -1.507
C -4.011 -1.625 -0.720
C 0.328 -0.756 4.526
C 5.097 -2.138 -2.709
C 2.440 -1.941 1.579
C -0.850 -0.461 3.846
C -2.064 3.938 1.514
C 4.039 -0.968 -0.867
C 0.263 3.422 0.863
C 3.953 0.247 0.014
C -4.933 -0.349 -2.551
C 4.239 -3.209 -2.514
C 3.162 -2.043 -0.703
C -0.894 -0.721 2.492
H 2.919 0.579 0.145
H 2.330 -4.597 -0.190
H -2.970 4.091 0.927
H -3.932 -2.513 1.240
H 1.198 5.846 -0.980
H 5.675 -0.194 -2.004
H 0.477 4.502 -1.874
H -2.086 2.936 1.940
H 5.844 -2.167 -3.496
H -1.562 5.266 -0.950
H 1.373 -4.194 -1.608
H -0.832 0.936 -1.485
H -1.713 -0.012 4.318
H 4.530 1.067 -0.417
H -1.920 2.221 -2.040
H -2.032 4.672 2.327
H -5.783 -2.170 -1.792
H 2.002 3.445 -0.182
H 2.373 -1.503 4.325
H -3.200 -3.487 -0.031
H 0.396 -0.560 5.589
H 2.779 -5.252 -1.782
H -0.750 6.148 0.353
H -3.852 1.426 -3.089
H -1.778 1.832 -0.311
H 4.343 0.037 1.012
H -4.967 -3.372 0.087
H -5.687 -0.222 -3.320
H 4.317 -4.093 -3.140
```


The highest total charge belongs to which entry? C27H29AsF6N3P2RhS2